1.
Entry from OMol25: C5H10NO3PS in the gas phase in a non-equilibrium geometry (ωB97M-V/def2-TZVPD).

Values from the calculation:
2S+1: 1
HOMO level, Ha: -0.3421
Lowest unoccupied orbital energy, hartree: 0.020
ΔE to the lowest compared entry with this formula, charge and spin, kcal per mole: 0.0
Frontier orbital gap, eV: 9.845

```
21
Properties=species:S:1:pos:R:3:mulliken_charge:R:1
N -1.069 0.378 -0.096 -0.111
H -2.176 2.532 -0.269 0.456
H -3.364 0.218 2.056 0.344
H -0.172 -1.101 -2.307 0.255
H 0.330 -2.424 -1.235 0.460
H -0.098 -1.216 0.978 0.272
O -3.258 1.361 -1.010 -0.760
H 1.392 2.362 -0.328 0.260
P -3.092 0.264 -0.040 0.731
C -0.208 -1.560 -1.253 -1.104
H 0.892 2.024 1.383 0.309
C 0.079 -0.677 0.006 0.109
H 2.088 0.151 -0.728 0.324
H 1.796 -0.112 0.975 0.279
C 0.839 1.690 0.340 -0.403
O -3.094 0.888 1.396 -0.464
S -3.497 -1.589 0.036 -0.447
C -0.617 1.548 -0.020 0.414
H -1.284 -1.907 -1.125 0.155
C 1.366 0.274 0.121 -0.605
O -1.264 2.675 -0.130 -0.473
```

2.
Entry from OMol25: C5H10NO5 in the gas phase in a non-equilibrium geometry (ωB97M-V/def2-TZVPD).

Values from the calculation:
2S+1: 2
HOMO level (spin up / spin down), Ha: -0.2876 / -0.3912
Lowest unoccupied orbital energy (spin up / spin down), hartree: 0.009 / 0.003
ΔE to the lowest compared entry with this formula, charge and spin, kcal per mole: 0.0
Frontier orbital gap (spin up / spin down), eV: 8.072 / 10.728
Expectation value of S²: 0.7536

```
21
Properties=species:S:1:pos:R:3:mulliken_spin:R:1
O 0.042 -3.541 0.538 0.013
C 1.540 0.664 -0.960 0.045
O -1.805 2.682 0.315 0.000
H -0.014 -2.463 -1.216 0.002
C 0.263 0.054 -0.360 0.136
H -0.467 -0.175 -1.156 -0.004
O 2.517 0.858 0.031 0.006
H -0.021 -4.396 0.060 -0.003
O -1.083 1.764 -1.492 0.000
H 1.959 0.003 -1.728 -0.003
H 1.295 1.628 -1.422 0.000
O -0.366 0.983 0.488 0.020
H 0.490 -1.833 2.417 0.024
H 1.603 -2.784 -0.565 0.051
H 3.285 1.367 -0.308 0.000
C 0.974 -1.072 1.807 -0.007
N -1.112 1.843 -0.263 0.003
C 0.574 -1.199 0.398 0.638
H 2.055 -1.173 1.904 0.059
C 0.573 -2.521 -0.289 0.025
H 0.691 -0.089 2.190 -0.006
```

3.
Entry from OMol25: a gas-phase ion, C5H10NOS (charge -1) in a non-equilibrium geometry (ωB97M-V/def2-TZVPD).

Values from the calculation:
2S+1: 1
HOMO level, Ha: -0.0915
Lowest unoccupied orbital energy, hartree: 0.119
Charge: -1
ΔE to the lowest compared entry with this formula, charge and spin, kcal per mole: 59.4
Frontier orbital gap, eV: 5.718
SMILES string: O=CCNCCC[S-]

```
18
Properties=species:S:1:pos:R:3:mulliken_charge:R:1
C 1.348 -0.679 0.775 -0.544
H -0.269 0.323 1.528 0.116
C -1.365 0.253 -1.579 -0.373
H -0.372 -1.391 -0.810 0.233
N -0.141 -0.549 -1.291 -0.338
C 0.945 0.154 -0.562 -0.712
S 1.252 0.116 3.543 -0.663
H 1.860 0.099 -1.205 0.276
H -0.625 0.139 -3.796 0.369
H 1.448 -1.729 0.324 0.291
O -2.483 0.678 -3.639 -0.504
H -0.331 -1.107 2.109 0.294
H -1.200 1.306 -1.186 0.210
H 2.400 -0.319 1.017 0.303
H 0.591 1.130 -0.230 0.381
C 0.463 -0.425 1.924 -0.724
C -1.462 0.384 -3.076 -0.050
H -2.260 -0.002 -1.194 0.436
```

4.
Entry from OMol25: C5H10NP in the gas phase in a non-equilibrium geometry (ωB97M-V/def2-TZVPD).

Values from the calculation:
2S+1: 1
HOMO level, Ha: -0.2938
Lowest unoccupied orbital energy, hartree: 0.029
ΔE to the lowest compared entry with this formula, charge and spin, kcal per mole: 30.6
Frontier orbital gap, eV: 8.792
SMILES string: CC=P(C)(C)C#N

```
17
Properties=species:S:1:pos:R:3:mulliken_charge:R:1
H -1.117 -2.578 -0.590 0.392
C 1.178 0.618 -0.742 -0.592
H -1.045 -1.283 1.777 0.424
H 0.711 -0.589 1.983 0.305
C -0.287 -1.910 -0.867 -1.264
H 1.311 2.016 1.048 0.243
C 1.415 2.015 -0.120 -1.010
H 2.450 2.300 -0.350 0.306
C -2.067 0.149 -0.343 0.170
H -0.478 -1.895 -1.920 0.396
P -0.286 -0.199 -0.194 0.961
H 0.706 2.740 -0.418 0.317
H 1.221 0.585 -1.776 0.328
C -0.385 -0.446 1.590 -1.303
H -0.814 0.394 2.094 0.434
N -3.189 0.415 -0.567 -0.469
H 0.677 -2.332 -0.606 0.362
```

5.
Entry from OMol25: a gas-phase ion, C5H10NS (charge +1) in a non-equilibrium geometry (ωB97M-V/def2-TZVPD).

Values from the calculation:
2S+1: 1
HOMO level, Ha: -0.4585
Lowest unoccupied orbital energy, hartree: -0.196
Charge: +1
ΔE to the lowest compared entry with this formula, charge and spin, kcal per mole: 95.4
Frontier orbital gap, eV: 7.147
SMILES string: SCCCC1=[NH+]C1

```
17
Properties=species:S:1:pos:R:3:mulliken_charge:R:1
H 0.657 -0.048 -2.111 0.433
H 1.579 -2.300 1.694 0.259
H 2.118 0.767 2.146 0.324
H 0.206 2.639 -2.151 0.116
C 0.563 -0.261 1.184 0.362
H -0.393 1.413 0.572 0.369
H -0.855 -0.453 -2.822 0.327
H 0.540 -1.327 3.031 0.257
C -0.354 0.216 -2.111 -0.792
H -2.124 -0.089 -0.934 0.460
C -0.551 0.375 0.606 -0.469
S -0.767 1.973 -2.672 -0.132
C 0.998 -1.357 2.032 -0.288
N 1.735 -0.085 1.712 -0.240
C -1.104 -0.223 -0.758 -0.716
H -0.949 -1.401 -0.643 0.373
H -1.298 0.163 1.224 0.356
```

6.
Entry from OMol25: a gas-phase ion, C5H10NS (charge +1) in a non-equilibrium geometry (ωB97M-V/def2-TZVPD).

Values from the calculation:
2S+1: 1
HOMO level, Ha: -0.5192
Lowest unoccupied orbital energy, hartree: -0.209
Charge: +1
ΔE to the lowest compared entry with this formula, charge and spin, kcal per mole: 83.0
Frontier orbital gap, eV: 8.432

```
17
Properties=species:S:1:pos:R:3:mulliken_charge:R:1
H -1.995 -1.710 0.053 0.192
H 1.313 -0.335 1.432 0.341
S -2.454 0.592 -0.068 0.280
H -0.430 -1.707 0.574 0.472
C -0.025 1.586 0.184 -0.447
H 2.164 1.668 0.083 0.401
C -0.067 -0.844 -0.050 -0.546
H 2.125 -1.029 0.040 0.404
C -2.857 -0.932 0.026 -0.270
C 1.356 1.088 -0.267 -0.690
H -0.457 2.506 -0.367 0.387
H -3.911 -1.062 0.237 0.348
H 0.317 1.931 1.102 0.248
H -0.073 -1.154 -1.126 0.413
H 1.504 0.808 -1.385 0.255
C 1.331 -0.393 0.363 -0.886
N -0.907 0.366 0.229 0.100
```

7.
Entry from OMol25: a molecular structure, C5H10O (ωB97M-V/def2-TZVPD).

Values from the calculation:
2S+1: 1
HOMO level, Ha: -0.3350
Lowest unoccupied orbital energy, hartree: 0.014
ΔE to the lowest compared entry with this formula, charge and spin, kcal per mole: 128.9
Frontier orbital gap, eV: 9.497

```
16
Properties=species:S:1:pos:R:3:mulliken_charge:R:1
H -1.814 -0.146 -0.968 0.122
H 1.469 -1.507 -0.130 0.286
H -0.482 -0.463 2.540 0.259
C -0.007 0.802 0.699 -0.403
H 0.804 1.505 0.829 0.420
H 2.439 -0.012 -0.265 0.315
C 0.473 0.076 -1.201 0.152
H 2.209 -1.065 -1.678 0.324
H -2.129 1.506 1.221 0.415
C -1.332 0.836 0.935 -0.399
H -0.709 -1.284 0.911 0.207
O -0.494 -0.581 -1.660 -0.602
C 1.727 -0.665 -0.778 -0.932
C -0.603 -0.343 1.461 -0.479
H -2.180 0.235 -0.344 -0.054
H 0.628 1.106 -1.572 0.370
```

8.
Entry from OMol25: 2 unconnected molecules or ions with the total composition C5H10O in a non-equilibrium geometry (ωB97M-V/def2-TZVPD).

Values from the calculation:
2S+1: 1
HOMO level, Ha: -0.3512
Lowest unoccupied orbital energy, hartree: 0.040
ΔE to the lowest compared entry with this formula, charge and spin, kcal per mole: 62.8
Frontier orbital gap, eV: 10.650
SMILES string: C=CC.C=CO

```
16
Properties=species:S:1:pos:R:3:mulliken_charge:R:1
H -2.021 6.684 -0.592 0.316
H 0.653 6.320 -1.219 0.236
H -0.982 4.121 -1.938 0.191
H -0.136 5.936 -2.768 0.289
H -2.300 3.893 -0.657 0.265
C -1.462 5.881 -1.054 0.071
H 2.628 -5.671 1.107 0.318
C -0.250 6.497 -1.835 -0.951
H -0.414 -5.850 0.731 0.192
C 1.549 -5.693 1.218 -0.005
O 1.120 -5.387 2.507 -0.498
H 0.561 -6.261 -0.698 0.263
C -1.581 4.556 -1.141 -0.730
H 0.500 -4.666 2.513 0.310
C 0.594 -6.053 0.370 -0.580
H -0.408 7.555 -2.072 0.313
```

Among the records above, which one has the highest ΔE to the lowest compared entry with this formula, charge and spin? number 7